1.
{
  "formula": "C3H5N3O",
  "method": "the ωB97M-V functional and the def2-TZVPD basis",
  "species": ["C", "C", "C", "H", "H", "H", "H", "H", "N", "N", "N", "O"],
  "positions_angstrom": [[0.256, 0.449, 0.316], [0.155, -1.074, 0.777], [-0.299, -1.769, -0.535], [-0.911, 3.480, 0.622], [1.016, -1.632, 1.014], [-0.643, -1.205, 1.495], [-0.403, -2.809, -0.709], [0.135, 1.055, -1.724], [0.315, 1.530, 1.105], [-0.287, -0.890, -1.500], [0.405, 0.372, -1.027], [0.260, 2.493, 0.165]],
  "relative_energy_kcal_mol": 178.11,
  "energy_ha": -356.57354,
  "homo_energy_ha": -0.315,
  "homo_lumo_gap_ev": 7.72
}

=====

2.
{
  "formula": "C18H19FN4O",
  "method": "the ωB97M-V functional and the def2-TZVPD basis",
  "species": ["C", "C", "C", "C", "C", "O", "C", "N", "C", "N", "C", "N", "C", "C", "N", "C", "C", "C", "C", "C", "C", "F", "C", "C", "H", "H", "H", "H", "H", "H", "H", "H", "H", "H", "H", "H", "H", "H", "H", "H", "H", "H", "H"],
  "positions_angstrom": [[-0.158, -0.721, -3.244], [-0.053, -0.139, -1.879], [0.861, 0.751, -1.401], [0.517, 1.041, -0.047], [1.188, 1.938, 0.865], [0.907, 2.067, 2.040], [2.321, 2.789, 0.263], [1.783, 3.958, -0.381], [0.765, 4.086, -1.251], [0.604, 5.348, -1.575], [1.560, 5.975, -0.863], [2.291, 5.169, -0.131], [-0.622, 0.287, 0.239], [-1.426, 0.270, 1.485], [-0.955, -0.412, -0.873], [-2.022, -1.371, -0.971], [-1.521, -2.817, -0.782], [-0.859, -2.990, 0.555], [-1.585, -3.445, 1.650], [-0.994, -3.558, 2.896], [0.335, -3.199, 3.035], [0.917, -3.307, 4.245], [1.082, -2.743, 1.965], [0.477, -2.646, 0.725], [-1.136, -0.519, -3.682], [0.600, -0.272, -3.881], [-0.004, -1.799, -3.241], [1.685, 1.147, -1.960], [2.960, 3.148, 1.073], [2.918, 2.205, -0.443], [0.179, 3.270, -1.617], [1.713, 7.034, -0.892], [-2.441, 0.623, 1.294], [-0.958, 0.929, 2.210], [-1.483, -0.731, 1.909], [-2.495, -1.280, -1.953], [-2.765, -1.144, -0.205], [-0.812, -3.060, -1.575], [-2.378, -3.486, -0.870], [-2.623, -3.716, 1.528], [-1.547, -3.913, 3.750], [2.116, -2.472, 2.108], [1.055, -2.297, -0.118]],
  "relative_energy_kcal_mol": 0.00,
  "energy_ha": -1091.45390,
  "homo_energy_ha": -0.312,
  "homo_lumo_gap_ev": 8.96,
  "smiles": "Cc1cc(C(=O)Cn2cncn2)c(C)n1CCc1ccc(F)cc1"
}